[1]
The following is a quantum chemistry calculation of a cluster of 2 separate species, C3H10O3 in total, from OMol25.

Each line ends with the Löwdin charge.
CARTESIAN COORDINATES (ANGSTROEM)
C 0.00000 0.00000 0.00000  -0.113
O -0.53558 -0.89762 0.92924  -0.148
C -1.66934 -0.50347 1.64937  -0.305
O -1.27355 0.55807 2.40215  -0.159
C -1.47114 0.47282 3.80750  -0.090
H 0.52046 0.81557 0.52969  0.088
H -0.78957 0.43905 -0.63279  0.090
H 0.72573 -0.51639 -0.65059  0.083
H -2.57125 -0.26042 1.05528  0.140
H -1.93080 -1.33315 2.33399  0.136
H -2.44993 0.09967 4.15297  0.090
H -1.36670 1.52610 4.11784  0.093
H -0.67741 -0.11793 4.29495  0.094
O 0.66929 -2.01041 -3.29280  -0.090
H 1.03855 -1.11133 -3.44629  0.045
H -0.29997 -1.86803 -3.20048  0.047

Output
* E: -345.961755 hartree
* E_HOMO: -0.3633 Ha
* spin multiplicity: 1
* Kohn-Sham gap: 10.7 eV
* ΔE to the lowest compared entry with this formula, charge and spin: 33.1 kcal per mole
* total charge: 0
* SMILES string: COCOC.O

---

[2]
The following is a quantum chemistry calculation of the molecule C3H10O3P2, from OMol25.

Each line ends with the Löwdin charge.
CARTESIAN COORDINATES (ANGSTROEM)
O -0.24470 -1.17670 2.22796  -0.111
C 0.77201 -1.11057 1.24365  -0.336
C 0.16740 -0.89001 -0.12788  -0.623
C 1.04639 -0.88325 -1.37368  -0.248
O 1.88261 0.31659 -1.55395  -0.083
P -1.54452 -0.99217 -0.22947  0.845
P -2.07341 1.46201 0.42082  0.674
O -0.55736 1.67639 0.82683  -0.491
H 0.20504 -0.86842 3.02566  0.101
H 1.45775 -0.20588 1.40300  0.149
H 1.32845 -2.01235 1.12596  0.108
H 1.67454 -1.69358 -1.34560  0.081
H 0.20296 -0.94222 -2.18858  0.107
H 1.23475 1.03501 -1.59796  0.074
H -1.49954 -0.50954 -1.51103  -0.125
H -2.25073 2.58220 -0.32128  -0.100
H -2.59431 2.09893 1.58599  -0.054
H -0.07980 0.70058 0.72815  0.032

Output
* E: -1028.602355 hartree
* E_HOMO: -0.2949 Ha
* spin multiplicity: 1
* Kohn-Sham gap: 8.1 eV
* ΔE to the lowest compared entry with this formula, charge and spin: 168.2 kcal per mole
* total charge: 0
* SMILES string: OCC(CO)=[PH]=[PH2]O

---

[3]
The following is a quantum chemistry calculation of a cluster of 3 separate species, C3H10O3S in total, from OMol25.

Each line ends with the Löwdin charge.
CARTESIAN COORDINATES (ANGSTROEM)
O 1.53007 -0.07348 -2.86564  0.050
C 0.72898 0.58843 -2.13873  -0.146
C 0.45598 0.28920 -0.59497  -0.138
C -0.08413 -1.17091 -0.59142  -0.433
S -0.11415 -2.20382 0.97160  1.100
H 0.33158 1.53764 -2.53633  0.134
H -0.36592 1.08309 -0.45315  0.140
H 1.23128 0.47412 0.06582  0.083
H -1.12957 -1.23064 -0.95966  0.108
H 0.57391 -1.79091 -1.25696  0.097
H -1.23846 -1.72313 1.68363  -0.007
H 4.64445 -1.06721 -0.98582  0.084
H 4.97192 -0.12459 0.15178  0.018
O 4.48721 -0.11095 -0.66947  -0.091
H -4.74517 1.42556 3.15179  0.052
H -5.72290 2.49245 3.29811  0.058
O -5.55508 1.60514 3.72942  -0.111

Output
* E: -743.796437 hartree
* E_HOMO (spin up / spin down): -0.5034 / -0.5034 Ha
* spin multiplicity: 2
* Kohn-Sham gap (spin up / spin down): 9.3 / 4.3 eV
* ΔE to the lowest compared entry with this formula, charge and spin: 35.9 kcal per mole
* total charge: +1

---

[4]
The following is a quantum chemistry calculation of a cluster of 3 separate species, C3H10O4 in total, from OMol25.

Each line ends with the Löwdin charge.
CARTESIAN COORDINATES (ANGSTROEM)
C -0.22518 0.89999 -0.62976  -0.091
C 0.02126 0.03271 0.60231  -0.151
C 0.24882 -1.39568 0.20759  -0.521
O -0.42077 -2.34889 0.47639  0.111
O 1.37218 -1.54324 -0.57351  0.068
H 0.39189 0.54091 -1.45858  0.069
H -1.24425 0.85762 -1.03170  0.072
H 0.01510 1.95385 -0.51083  0.076
H -0.86365 0.01421 1.24089  0.103
H 0.82890 0.43451 1.21363  0.114
H 1.41245 -2.49852 -0.75096  0.124
O 2.80237 1.47400 -0.09340  -0.052
H 2.73375 0.63205 -0.56537  0.026
H 3.72576 1.71082 -0.21350  0.039
O -3.59816 0.08783 0.89422  -0.056
H -3.65645 -0.04504 -0.05497  0.031
H -3.54402 -0.80714 1.24756  0.039

Output
* E: -421.280518 hartree
* E_HOMO: -0.3908 Ha
* spin multiplicity: 1
* Kohn-Sham gap: 11.2 eV
* ΔE to the lowest compared entry with this formula, charge and spin: 2.8 kcal per mole
* total charge: 0
* SMILES string: CCC(=O)O.O.O

---

[5]
The following is a quantum chemistry calculation of a cluster of 3 separate species, C3H10O4S in total, from OMol25.

Each line ends with the Löwdin charge.
CARTESIAN COORDINATES (ANGSTROEM)
O -0.12002 -0.47429 1.58385  0.111
C 0.65752 -0.83487 0.67007  -0.466
O 0.96832 -2.19931 0.34964  0.028
C 1.41308 0.07293 -0.15003  -0.254
C 0.70323 0.10016 -1.40203  -0.459
S 1.80269 0.97995 -2.55051  1.194
H 0.16524 -2.87794 0.61957  0.224
H 1.50001 1.15297 0.38752  0.207
H 2.39208 -0.40475 -0.17181  0.136
H -0.22153 0.85312 -1.30244  0.172
H 0.19219 -0.72961 -1.92564  0.138
H 2.89122 0.25193 -2.22721  -0.025
H -0.44131 2.38456 1.51748  0.022
H -1.12132 1.95669 2.78596  0.004
O -1.09037 2.67988 2.19609  -0.041
H -3.30378 -0.59984 0.58583  0.060
H -3.11518 -1.60467 -0.57789  -0.002
O -3.27207 -0.70691 -0.38846  -0.049

Output
* E: -819.052256 hartree
* E_HOMO (spin up / spin down): -0.5156 / -0.5156 Ha
* spin multiplicity: 2
* Kohn-Sham gap (spin up / spin down): 9.4 / 4.4 eV
* ΔE to the lowest compared entry with this formula, charge and spin: 43.3 kcal per mole
* total charge: +1

---

[6]
The following is a quantum chemistry calculation of the molecule C3H10OP2, from OMol25.

Each line ends with the Löwdin charge.
CARTESIAN COORDINATES (ANGSTROEM)
C 1.22978 1.62519 1.19092  -0.060
O 2.17546 0.67440 0.66259  -0.158
C 1.75220 0.16447 -0.42172  -0.468
P 0.22800 -1.28822 -0.49681  0.538
P -1.65296 -1.94658 0.26401  0.401
C -2.75098 -0.56074 -0.22837  -0.542
H 0.23552 1.24366 1.17961  0.059
H 1.00962 2.47126 0.55995  0.092
H 1.38035 1.93717 2.18126  0.081
H 1.29249 0.87453 -1.17113  0.082
H 2.55601 -0.39523 -1.05060  0.113
H 0.84458 -2.49350 0.02298  -0.062
H 0.38786 -1.41656 -1.89887  -0.063
H -3.63382 -0.55386 0.40468  0.004
H -2.91934 -0.65499 -1.28038  -0.010
H -2.13479 0.31899 0.08187  -0.007

Output
* E: -878.100342 hartree
* E_HOMO: -0.2487 Ha
* spin multiplicity: 1
* Kohn-Sham gap: 7.1 eV
* ΔE to the lowest compared entry with this formula, charge and spin: 85.4 kcal per mole
* total charge: 0
* SMILES string: COC[PH2]=PC

---

[7]
The following is a quantum chemistry calculation of a cluster of 2 separate species, C3H10OS in total, from OMol25.

Each line ends with the Löwdin charge.
CARTESIAN COORDINATES (ANGSTROEM)
C -0.47756 -0.86963 -1.49910  -0.384
S 0.89056 -0.91274 -0.30066  0.748
C 2.38711 -0.71044 -1.13840  -0.508
H -0.06127 -0.69750 -2.49093  0.035
H -1.14176 -0.06860 -1.19846  0.016
H -0.93041 -1.85517 -1.50888  0.025
H 2.84648 -1.65788 -1.44804  0.032
H 3.12425 -0.30756 -0.44633  0.028
H 2.40204 -0.07675 -2.02522  0.043
C -1.47821 1.53414 2.13699  -0.143
O -1.99592 0.43946 1.36865  -0.133
H -1.08457 2.32534 1.50370  0.074
H -0.77881 1.18244 2.88920  0.077
H -2.33164 1.92644 2.69783  0.074
H -1.37029 -0.25156 1.45964  0.014

Output
* E: -593.682918 hartree
* E_HOMO: -0.3103 Ha
* spin multiplicity: 1
* Kohn-Sham gap: 9.4 eV
* ΔE to the lowest compared entry with this formula, charge and spin: 21.5 kcal per mole
* total charge: 0
* SMILES string: CSC.CO

---

[8]
The following is a quantum chemistry calculation of a cluster of 2 separate species, C3H10OS2 in total, from OMol25.

Each line ends with the Löwdin charge.
CARTESIAN COORDINATES (ANGSTROEM)
C -0.11114 3.57442 -1.25434  -0.103
C -0.05923 2.57458 -0.12142  -0.340
O 0.76464 1.48595 -0.54791  -0.102
H -0.53787 3.10693 -2.15764  0.079
H 0.90335 3.93662 -1.49145  0.079
H -0.73729 4.43886 -0.97633  0.077
H 0.36032 3.04526 0.78847  0.111
H -1.07791 2.21728 0.12366  0.110
H 0.80486 0.83137 0.18030  0.089
C 0.66119 -4.16373 1.10309  -0.515
S -0.60472 -3.04928 1.74179  0.327
S -1.88813 -2.90894 0.15116  0.292
H 1.36443 -4.36734 1.92807  0.032
H 1.22174 -3.71565 0.26546  0.034
H 0.22880 -5.12053 0.76516  0.033
H -1.29302 -1.88581 -0.49810  -0.203

Output
* E: -991.894373 hartree
* E_HOMO: -0.3401 Ha
* spin multiplicity: 1
* Kohn-Sham gap: 9.8 eV
* ΔE to the lowest compared entry with this formula, charge and spin: 10.8 kcal per mole
* total charge: 0
* SMILES string: CCO.CSS